1.
Density functional theory data (the ωB97M-V functional and the def2-TZVPD basis) for 2 unconnected molecules or ions with the total composition C7H10N2O2S in a non-equilibrium geometry.

Values from the calculation:
Total energy (Ha): -930.73949
Energy relative to the best compared isomer or geometry (same formula, charge and spin) (kJ/mol): 523.7
Lowest unoccupied orbital energy (spin up / spin down) (eV): 0.46 / -1.41
Highest occupied orbital energy (spin up / spin down) (eV): -7.6 / -6.6

Each line ends with the Mulliken charge.
CARTESIAN COORDINATES (ANGSTROEM)
C -1.276 -0.688 2.166  -0.0657
C -0.035 -0.717 1.562  0.0699
C 0.402 0.780 3.317  0.5597
C 1.081 1.701 4.098  -1.0296
C -1.643 0.500 -0.621  0.4312
C 0.405 -0.511 -2.583  -0.6714
C -1.734 -0.736 -1.366  -0.5122
N 0.903 0.023 2.354  -0.2042
N -1.028 -0.631 -2.645  -0.3332
O -1.353 1.631 -0.693  -0.3767
O 0.293 -1.304 0.495  -0.7182
S -1.398 0.439 3.418  -0.1560
H 0.547 2.026 4.868  0.2951
H 2.037 2.115 3.997  0.3200
H 0.615 -0.792 -3.577  0.3521
H 0.704 0.615 -2.340  0.1841
H 0.777 -0.997 -1.637  0.2579
H -1.302 -1.677 -0.732  0.2892
H -2.782 -0.960 -1.640  0.3460
H 1.759 0.423 1.909  0.2860
H -2.117 -1.269 1.806  0.4294
H -1.502 0.062 -3.243  0.2466

***

2.
Density functional theory data (the ωB97M-V functional and the def2-TZVPD basis) for a single C5H9NOS molecule in a non-equilibrium geometry.

Values from the calculation:
Total energy (Ha): -723.91732
Energy relative to the best compared isomer or geometry (same formula, charge and spin) (kJ/mol): 531.6
Lowest unoccupied orbital energy (spin up / spin down) (eV): -0.58 / -0.05
Highest occupied orbital energy (spin up / spin down) (eV): -7.0 / -7.0

Each line ends with the Mulliken charge.
CARTESIAN COORDINATES (ANGSTROEM)
C -1.248 -0.426 -0.323  0.0759
C 1.485 -0.094 0.183  0.0878
C -2.624 0.303 -0.111  0.5358
C 2.503 -1.048 0.601  -0.9452
C -2.636 1.756 0.260  -1.0237
N 0.187 -0.531 0.019  -0.1594
O -1.532 -1.770 -0.748  -0.5887
S -3.931 -0.575 0.001  -0.4736
H 1.511 0.984 0.311  0.3793
H 3.385 -0.903 -0.080  0.2639
H 2.172 -2.094 0.468  0.2949
H 2.924 -0.983 1.592  0.2517
H -3.684 2.046 -0.035  0.3190
H -1.887 2.571 -0.300  0.2561
H -2.453 1.935 1.299  0.2731
H 0.162 -1.624 -0.062  0.1554
H -2.548 -1.783 -0.438  0.2977

***

3.
Density functional theory data (the ωB97M-V functional and the def2-TZVPD basis) for a molecular structure, C4H9NO.

Values from the calculation:
Total energy (Ha): -287.65315
Energy relative to the best compared isomer or geometry (same formula, charge and spin) (kJ/mol): 470.8
Lowest unoccupied orbital energy (spin up / spin down) (eV): 0.89 / 0.89
Highest occupied orbital energy (spin up / spin down) (eV): -6.5 / -6.5

Each line ends with the Mulliken charge.
CARTESIAN COORDINATES (ANGSTROEM)
C -0.195 -0.656 1.919  -1.1672
C -0.091 0.280 0.750  -0.2909
C 1.275 -0.171 -1.253  -0.8145
N -1.209 0.479 -0.024  -0.0767
C -1.043 0.999 -1.248  -0.0668
O 0.133 1.328 -1.572  -0.4831
H 0.783 -1.104 2.132  0.2805
H -0.880 -1.488 1.707  0.3284
H -0.532 -0.182 2.854  0.3001
H 0.557 1.144 0.827  0.4529
H 1.624 0.064 -2.259  0.3049
H 0.760 -1.127 -1.220  0.3341
H 2.047 -0.038 -0.508  0.2863
H -2.073 0.002 0.202  0.2357
H -1.868 0.964 -1.958  0.3761

***

4.
Density functional theory data (the ωB97M-V functional and the def2-TZVPD basis) for a molecular structure, CH4N2 in a non-equilibrium geometry.

Values from the calculation:
Total energy (Ha): -149.83286
Energy relative to the best compared isomer or geometry (same formula, charge and spin) (kJ/mol): 552.1
Lowest unoccupied orbital energy (eV): -0.03
Highest occupied orbital energy (eV): -8.7

Each line ends with the Mulliken charge.
CARTESIAN COORDINATES (ANGSTROEM)
N 1.211 0.389 0.638  -0.6024
C 0.252 0.001 -0.212  0.1821
N -1.244 -0.179 0.106  -0.6087
H -1.840 -0.586 -0.556  0.2584
H 1.592 1.350 0.827  0.2487
H 0.415 -0.134 -1.262  0.3385
H -0.386 -0.841 0.459  0.1834

***

5.
Density functional theory data (the ωB97M-V functional and the def2-TZVPD basis) for 5 unconnected molecules or ions with the total composition C30H25N5O10.

Values from the calculation:
Total energy (Ha): -2183.92534
Energy relative to the best compared isomer or geometry (same formula, charge and spin) (kJ/mol): 0.0
Lowest unoccupied orbital energy (eV): -0.76
Highest occupied orbital energy (eV): -9.6
SMILES: O=[N+]([O-])c1ccccc1.O=[N+]([O-])c1ccccc1.O=[N+]([O-])c1ccccc1.O=[N+]([O-])c1ccccc1.O=[N+]([O-])c1ccccc1

Each line ends with the Mulliken charge.
CARTESIAN COORDINATES (ANGSTROEM)
C 0.059 2.266 6.307  -0.7182
C -0.775 2.441 7.407  -0.3863
C -2.129 2.167 7.298  -0.5306
C -2.615 1.634 6.121  -0.1858
C -1.789 1.377 5.045  -0.1364
C -0.442 1.678 5.149  -0.0529
N -4.037 1.304 6.008  1.0670
O -4.739 1.483 6.985  -0.6290
O -4.419 0.831 4.953  -0.6038
H 1.122 2.464 6.358  0.3791
H -0.386 2.842 8.333  0.3997
H -2.771 2.297 8.157  0.4485
H -2.149 0.850 4.173  0.6172
H 0.212 1.507 4.306  0.3459
C -1.681 3.335 -7.620  -0.3477
C -0.834 2.243 -7.731  -0.5941
C -0.038 1.889 -6.653  -0.0820
C -0.042 2.698 -5.525  -0.0172
C -0.936 3.739 -5.382  -0.3321
C -1.788 4.046 -6.432  -0.5104
N 0.858 2.376 -4.418  0.9866
O 0.653 2.899 -3.338  -0.5904
O 1.743 1.572 -4.626  -0.5344
H -2.285 3.607 -8.479  0.3641
H -0.740 1.656 -8.633  0.4219
H 0.631 1.040 -6.699  0.4314
H -0.944 4.319 -4.470  0.4512
H -2.536 4.815 -6.307  0.3876
C -3.868 -3.166 5.416  -0.6996
C -3.365 -3.806 6.540  -0.3306
C -2.091 -3.514 6.991  -0.4886
C -1.318 -2.604 6.289  -0.1999
C -1.773 -2.011 5.130  -0.1472
C -3.082 -2.248 4.731  -0.1844
N 0.054 -2.365 6.735  1.0745
O 0.758 -1.670 6.025  -0.6028
O 0.410 -2.844 7.792  -0.6329
H -4.885 -3.328 5.084  0.3931
H -4.030 -4.476 7.068  0.3624
H -1.703 -3.980 7.885  0.4762
H -1.159 -1.312 4.578  0.5459
H -3.364 -1.766 3.804  0.4610
C 6.415 -0.866 -5.305  -0.4034
C 5.753 -0.277 -6.376  -0.5204
C 4.394 -0.458 -6.542  -0.3409
C 3.709 -1.203 -5.591  0.2448
C 4.343 -1.771 -4.507  -0.3399
C 5.710 -1.611 -4.367  -0.5443
N 2.267 -1.424 -5.777  1.1608
O 1.720 -0.872 -6.713  -0.6776
O 1.703 -2.146 -4.981  -0.6457
H 7.492 -0.785 -5.233  0.3788
H 6.320 0.279 -7.112  0.3754
H 3.861 -0.071 -7.397  0.4472
H 3.750 -2.334 -3.801  0.4519
H 6.231 -2.057 -3.531  0.3874
C -0.093 -1.238 -2.343  -0.2605
C 0.716 -0.202 -1.886  -0.2119
C 0.634 0.212 -0.571  -0.6976
C -0.140 -0.526 0.307  0.0257
C -0.900 -1.602 -0.112  -0.2654
C -0.892 -1.946 -1.453  -0.8043
N -0.140 -0.163 1.727  0.9661
O 0.757 0.548 2.130  -0.6074
O -1.044 -0.594 2.424  -0.5213
H -0.032 -1.567 -3.374  0.4311
H 1.330 0.366 -2.573  0.5755
H 1.297 0.983 -0.203  0.4584
H -1.506 -2.150 0.596  0.4788
H -1.446 -2.811 -1.793  0.3825

***

6.
Density functional theory data (the ωB97M-V functional and the def2-TZVPD basis) for a single C5H4O2S molecule in a non-equilibrium geometry.

Values from the calculation:
Total energy (Ha): -741.45716
Energy relative to the best compared isomer or geometry (same formula, charge and spin) (kJ/mol): 340.0
Lowest unoccupied orbital energy (eV): 0.72
Highest occupied orbital energy (eV): -9.2
SMILES: O=C1[C@H]2O[C@@H]1[C@H]1S[C@H]12

Each line ends with the Mulliken charge.
CARTESIAN COORDINATES (ANGSTROEM)
C -0.840 1.081 0.054  -0.1721
C -0.623 -0.009 -1.029  0.1271
C -0.628 -0.044 1.050  0.1815
C 0.881 -0.440 0.741  -0.4277
C 0.844 -0.453 -0.676  -0.2828
H -0.998 -0.155 -2.105  0.4322
H -0.965 -0.030 2.171  0.4042
H 1.583 -1.049 1.444  0.3854
H 1.354 -1.106 -1.440  0.4419
O -1.236 2.145 -0.033  -0.4570
O -1.314 -0.854 -0.108  -0.4368
S 1.941 0.915 -0.068  -0.1960

***

7.
Density functional theory data (the ωB97M-V functional and the def2-TZVPD basis) for 2 unconnected molecules or ions with the total composition CH3ClN2O in a non-equilibrium geometry.

Values from the calculation:
Total energy (Ha): -684.79766
Energy relative to the best compared isomer or geometry (same formula, charge and spin) (kJ/mol): 47.8
Lowest unoccupied orbital energy (eV): 0.38
Highest occupied orbital energy (eV): -10.0
SMILES: N=C=O.NCl

Each line ends with the Mulliken charge.
CARTESIAN COORDINATES (ANGSTROEM)
C 2.387 -1.791 -1.633  0.4516
N 2.450 -1.149 -0.631  -0.3077
N -0.875 0.029 0.637  -0.4662
O 2.536 -2.382 -2.607  -0.3986
Cl 0.468 0.535 1.512  -0.0998
H 1.896 -0.471 -0.171  0.2706
H -1.355 0.943 0.192  0.2895
H -1.598 -0.461 1.051  0.2606

***

8.
Density functional theory data (the ωB97M-V functional and the def2-TZVPD basis) for a molecular structure, C32H23NO4P2S2V in a non-equilibrium geometry.

Values from the calculation:
Net charge: +1
Total energy (Ha): -4011.75532
Lowest unoccupied orbital energy (spin up / spin down) (eV): -5.61 / -5.62
Highest occupied orbital energy (spin up / spin down) (eV): -9.9 / -9.9

Each line ends with the Mulliken charge.
CARTESIAN COORDINATES (ANGSTROEM)
V 1.308 -1.201 0.793  -0.7296
S 1.644 0.219 2.640  -0.4444
P 0.162 1.069 1.467  2.1593
C 0.108 -0.084 0.148  -0.3425
P -1.272 -1.256 -0.059  0.3130
S -0.636 -2.275 1.672  -0.2768
C -1.003 -2.240 -1.525  1.0272
C -1.274 -3.617 -1.321  -0.5040
C -1.159 -4.467 -2.422  -0.8489
C -0.844 -3.921 -3.688  -0.4423
C -0.602 -2.550 -3.877  -0.7210
C -0.678 -1.703 -2.777  -0.1172
C -2.979 -0.649 0.015  1.4876
C -3.679 -1.143 1.080  -0.1134
C -5.058 -1.030 1.037  -0.9434
C -5.654 -0.481 -0.098  -0.4915
C -4.946 0.010 -1.139  -0.7153
C -3.585 -0.074 -1.100  -0.8121
C -1.403 1.374 2.271  0.7385
C -2.340 2.155 1.649  -0.3878
C -3.639 2.194 2.091  -0.9627
C -3.990 1.444 3.165  -0.4759
C -3.074 0.593 3.802  -0.8182
C -1.771 0.555 3.347  -0.5317
C 0.929 2.677 0.897  0.3502
C 0.693 3.857 1.662  -0.4937
C 1.504 4.961 1.453  -0.6443
C 2.592 4.900 0.567  -0.3920
C 2.796 3.796 -0.225  -0.9117
C 2.029 2.650 0.005  -0.3673
H -1.482 -4.010 -0.354  0.4839
H -1.287 -5.529 -2.362  0.4565
H -0.682 -4.618 -4.476  0.4252
H -0.291 -2.223 -4.894  0.3683
H -0.381 -0.674 -2.890  0.4888
H -3.143 -1.470 1.957  0.4628
H -5.664 -1.255 1.899  0.4763
H -6.758 -0.422 -0.132  0.3749
H -5.461 0.465 -2.013  0.4216
H -3.009 0.172 -1.963  0.5117
H -2.030 2.835 0.894  0.5633
H -4.327 2.990 1.734  0.4118
H -4.937 1.471 3.621  0.5278
H -3.397 -0.047 4.621  0.4188
H -1.061 -0.045 3.850  0.5276
H -0.066 3.818 2.440  0.3938
H 1.353 5.889 1.993  0.3994
H 3.252 5.754 0.515  0.4041
H 3.575 3.706 -0.970  0.4640
H 2.251 1.739 -0.525  0.3894
O 7.442 0.793 -1.411  -0.6995
C 6.912 -0.206 -1.947  0.4189
O 7.126 -0.866 -3.000  -0.7040
C 5.708 -0.625 -1.107  0.4008
C 5.364 0.180 -0.114  -0.8745
C 4.138 -0.038 0.484  -0.1311
N 3.252 -0.941 0.080  0.2352
C 3.605 -1.759 -0.978  0.3886
C 4.858 -1.657 -1.563  -0.6421
C 2.397 -2.672 -1.302  0.2562
O 2.258 -3.443 -2.179  -0.4851
O 1.434 -2.471 -0.389  -0.2920
H 5.975 1.002 0.157  0.6095
H 3.799 0.628 1.280  0.4670
H 5.099 -2.234 -2.486  0.4940